#one
Formula: C4H9NO3
Source: OMol25
Level of theory: wB97M-V/def2-TZVPD

Structure (XYZ):
```
17
C4H9NO3 | OMol25 | wB97M-V/def2-TZVPD
C 0.3883 -0.5509 -0.3515
C 1.7195 -0.0277 0.0421
C -0.8166 0.1351 0.3960
C -0.9731 1.6420 0.3479
H 0.5793 -2.4125 -0.9349
H 0.4355 -2.2502 0.6179
H 0.1472 -0.1698 -1.3784
H -0.6684 -0.1940 1.5030
H -1.6525 -1.3961 -0.0620
H -0.1047 2.0996 0.9088
H -1.0535 1.9202 -0.6634
H -1.9299 1.9722 0.9135
H 1.5092 1.0841 -1.4356
N 0.0820 -1.9212 -0.2070
O 2.2149 -0.5969 1.0099
O -1.9576 -0.4747 -0.1214
O 2.0804 1.1408 -0.5851
```

Properties
- SMILES string = C[C@@H](O)[C@H](N)C(=O)O
- orbital gap (eV) = 10.44
- total charge = 0
- spin multiplicity = 1

These are the Löwdin partial charges, in e, on atoms 1 to 2:
1. C -0.320
2. C -0.453

#two
Formula: C4H9NO3
Source: OMol25
Level of theory: wB97M-V/def2-TZVPD

Structure (XYZ):
```
17
C4H9NO3 | OMol25 | wB97M-V/def2-TZVPD
C -0.1366 -2.2628 -0.3735
O -0.7979 -0.9570 0.6970
O -0.4036 -2.0562 -1.6599
H 0.1755 -1.3091 -1.9430
H -0.3892 -1.0956 1.5590
H 0.9180 -2.3217 -0.1078
H -0.7901 -3.0337 0.0264
C -0.0747 0.6369 -0.2238
N -1.2288 0.9765 -0.9388
C 0.2734 1.6440 0.8318
C 1.5303 1.8928 1.1760
O 0.8589 0.0574 -0.8776
H -1.5222 0.2396 -1.5691
H -2.0002 1.3007 -0.3729
H -0.5390 2.2586 1.2031
H 2.3367 1.3482 0.7061
H 1.7896 2.6814 1.8668
```

Properties
- orbital gap (eV) = 10.39
- total charge = 0
- spin multiplicity = 1

These are the Löwdin partial charges, in e, on atoms 1 to 2:
1. C -0.101
2. O -0.135

#three
Formula: C4H9NO3
Source: OMol25
Level of theory: wB97M-V/def2-TZVPD

Structure (XYZ):
```
17
C4H9NO3 | OMol25 | wB97M-V/def2-TZVPD
C -0.3636 -0.2890 0.5505
C 2.7367 -0.0717 -0.0712
C -0.5828 -1.0808 -0.7091
C 0.3495 0.9445 0.4775
N -2.8018 0.6901 0.0441
O -1.7538 0.6813 0.9876
O 1.6632 -0.1646 0.8340
O 0.5127 2.0237 0.0932
H -0.3331 -0.8060 1.5029
H -3.6471 0.3854 0.5256
H -3.0039 1.6538 -0.2164
H 3.6655 -0.2865 0.4638
H 2.8627 0.9440 -0.4746
H 2.6390 -0.7453 -0.9316
H -0.4397 -2.1363 -0.4909
H -1.6005 -0.9336 -1.0711
H 0.0971 -0.8088 -1.5142
```

Properties
- SMILES string = COC(=O)[C@H](C)ON
- orbital gap (eV) = 9.65
- total charge = 0
- spin multiplicity = 1

These are the Löwdin partial charges, in e, on atoms 1 to 2:
1. C -0.165
2. C -0.164

#one takes first place; second place is 36.2 kcal/mol up.

#one
Formula: C4H9NO3
Source: OMol25
Level of theory: wB97M-V/def2-TZVPD

Structure (XYZ):
```
17
C4H9NO3 | OMol25 | wB97M-V/def2-TZVPD
O -2.7905 -0.4383 -0.0222
C -1.5916 -0.3301 -0.2314
N -0.6944 -1.2658 0.1412
C 0.7569 -1.1765 0.1765
C 1.2869 0.2508 0.1573
C 0.4014 1.1954 0.9519
O -0.8777 1.3313 0.3246
H -1.1033 -2.0298 0.6636
H 1.1039 -1.6783 1.0919
H 1.1596 -1.7476 -0.6716
H 2.3007 0.2762 0.5797
H 1.3254 0.5992 -0.8870
H 0.2303 0.7946 1.9610
H 0.8526 2.1949 1.0162
H -0.7802 1.4992 -1.0804
O -1.2096 0.4579 -1.9520
H -0.3704 0.0668 -2.2193
```

Properties
- orbital gap (eV) = 10.30
- total charge = 0
- spin multiplicity = 1

These are the Löwdin partial charges, in e, on atoms 1 to 2:
1. O 0.094
2. C -0.393

#two
Formula: C4H9NO3
Source: OMol25
Level of theory: wB97M-V/def2-TZVPD

Structure (XYZ):
```
17
C4H9NO3 | OMol25 | wB97M-V/def2-TZVPD
C -1.6059 1.3743 -0.2093
O -2.0959 2.4157 0.5470
C -0.3482 0.6305 0.4550
C 0.1631 -0.4380 -0.5346
C 1.4115 -1.0609 -0.5734
O 1.6389 -2.1704 -1.3821
O 2.4810 -0.7814 -0.0596
N -0.9621 -0.1623 1.5806
H -1.3422 2.1216 -1.0428
H -2.4559 0.7026 -0.5473
H 0.2491 1.3222 0.9216
H -0.4716 -1.2921 -0.0883
H -0.3438 -0.4861 -1.4786
H 2.6452 -2.4670 -1.5030
H -0.4910 -0.1728 2.5377
H -3.0809 2.4691 0.6765
H -1.8889 0.1922 1.7926
```

Properties
- SMILES string = N[C@H](CO)CC(=O)O
- orbital gap (eV) = 10.25
- total charge = 0
- spin multiplicity = 1

These are the Löwdin partial charges, in e, on atoms 1 to 2:
1. C -0.257
2. O -0.103

#two takes first place; second place is 11.4 kcal/mol up.

#one
Formula: C4H9NO3
Source: OMol25
Level of theory: wB97M-V/def2-TZVPD

Structure (XYZ):
```
17
C4H9NO3 | OMol25 | wB97M-V/def2-TZVPD
C -0.5980 -0.2213 0.2163
C -0.2950 0.0469 1.6597
C -1.9765 1.0400 -0.4117
N 0.2303 0.1567 -0.7813
C 1.4535 -1.3715 -0.6002
O 0.9115 1.3338 -0.5553
O 2.5496 -0.9669 -1.3071
O 1.3754 -2.4744 -0.1231
H 1.5009 1.4057 -1.3195
H 3.1479 -1.7316 -1.4064
H -1.0695 -1.1705 -0.0134
H -1.2278 0.1111 2.2203
H 0.2448 0.9812 1.7875
H 0.3116 -0.7738 2.0433
H -2.8240 0.6496 0.1400
H -1.6293 2.0054 -0.0644
H -2.1053 0.9797 -1.4849
```

Properties
- orbital gap (eV) = 8.49
- total charge = 0
- spin multiplicity = 1

These are the Löwdin partial charges, in e, on atoms 1 to 2:
1. C -0.359
2. C -0.058

#two
Formula: C4H9NO3
Source: OMol25
Level of theory: wB97M-V/def2-TZVPD

Structure (XYZ):
```
17
C4H9NO3 | OMol25 | wB97M-V/def2-TZVPD
C -1.3849 0.2722 1.4199
C -1.1115 0.1309 -1.0640
C -0.3829 0.1287 0.2722
O 0.5595 1.1677 0.4459
H -1.8849 1.2453 1.3696
H -2.1308 -0.5281 1.4066
H -0.4445 -0.0698 -1.9047
H -1.8996 -0.6280 -1.0851
H -0.8674 0.2433 2.3849
H -1.5595 1.1145 -1.2430
N 1.1519 -1.8563 -0.3711
C 1.8091 0.9410 -0.1997
O 0.3275 -1.1692 0.5936
O 1.9747 0.5912 -1.3470
H 1.2696 -1.2262 -1.1719
H 2.0362 -1.9045 0.1352
H 2.5378 1.5476 0.3586
```

Properties
- SMILES string = CC(C)(ON)OC=O
- orbital gap (eV) = 9.54
- total charge = 0
- spin multiplicity = 1

These are the Löwdin partial charges, in e, on atoms 1 to 2:
1. C -0.004
2. C 0.000

#three
Formula: C4H9NO3
Source: OMol25
Level of theory: wB97M-V/def2-TZVPD

Structure (XYZ):
```
17
C4H9NO3 | OMol25 | wB97M-V/def2-TZVPD
O 0.4630 1.1553 -1.2070
C 0.8986 1.5786 -0.1596
C 0.2162 1.2875 1.1300
C -0.6520 0.0289 1.1977
C 0.0715 -1.2756 1.2238
N 0.5741 -1.6817 0.0088
O 0.2761 -1.8770 2.2550
H 1.8730 2.1022 -0.2041
H 0.9968 1.3209 1.9176
H -0.4534 2.0783 1.4909
H -1.2367 0.0763 2.1245
H -1.3348 0.1012 0.3497
H 0.4571 -1.3766 -0.9455
H 1.2609 -2.4223 0.0800
H -1.8105 -0.0759 -3.0123
H -0.4070 -0.2357 -3.0836
O -1.1930 -0.7845 -3.1657
```

Properties
- SMILES string = NC(=O)CCC=O.O
- orbital gap (eV) = 10.54
- total charge = 0
- spin multiplicity = 1

These are the Löwdin partial charges, in e, on atoms 1 to 2:
1. O 0.025
2. C -0.237

#three takes first place; second place is 57.5 kcal/mol up.

#one
Formula: C4H9NO3
Source: OMol25
Level of theory: wB97M-V/def2-TZVPD

Structure (XYZ):
```
17
C4H9NO3 | OMol25 | wB97M-V/def2-TZVPD
C 0.9049 0.5609 0.6685
C -1.4023 0.1500 0.4834
C -0.2153 -1.2026 -1.4091
N -0.3325 -0.0875 1.4599
C -0.6107 0.1456 -0.8593
O 1.9769 -0.2758 0.4053
O 0.9237 1.9029 0.4254
O -0.6214 1.1565 -1.5769
H 0.4368 2.0478 -0.4313
H 2.7720 0.0772 0.8281
H -0.0591 -1.0595 1.5430
H 0.6323 0.6363 1.9236
H -2.2092 -0.5836 0.5890
H -1.8057 1.1505 0.6330
H -1.0810 -1.6328 -1.9241
H 0.5948 -1.0835 -2.1262
H 0.0958 -1.9025 -0.6321
```

Properties
- orbital gap (eV) = 7.62
- total charge = 0
- spin multiplicity = 1

These are the Löwdin partial charges, in e, on atoms 1 to 2:
1. C -0.530
2. C -0.111

#two
Formula: C4H9NO3
Source: OMol25
Level of theory: wB97M-V/def2-TZVPD

Structure (XYZ):
```
17
C4H9NO3 | OMol25 | wB97M-V/def2-TZVPD
C 1.2468 -0.8874 -0.5812
O 2.3406 -0.5626 -0.0622
C 0.0573 0.3896 -0.4402
C -1.1708 -0.0066 -0.9139
C -2.2500 -0.4483 -0.0653
O -3.4861 -0.2210 -0.5471
O -2.1175 -0.8622 1.0590
N 0.1467 0.8137 0.9290
H 1.3235 -1.1935 -1.6348
H 0.7485 -1.6888 -0.0141
H 0.4020 1.2081 -1.0742
H 3.6071 1.2585 0.8868
H -1.4728 0.3419 -1.8888
H -4.0399 -0.3880 0.2332
H -0.5474 0.3117 1.4598
H 4.1432 1.3915 1.3931
H 1.0688 0.5434 1.2609
```

Properties
- orbital gap (eV) = 7.10
- total charge = 0
- spin multiplicity = 1

These are the Löwdin partial charges, in e, on atoms 1 to 2:
1. C -0.311
2. O -0.091

#three
Formula: C4H9NO3
Source: OMol25
Level of theory: wB97M-V/def2-TZVPD

Structure (XYZ):
```
17
C4H9NO3 | OMol25 | wB97M-V/def2-TZVPD
C -1.0887 0.9333 -0.3765
C -0.1525 0.7146 -1.3238
C -0.8091 1.6552 0.9028
C 1.5134 -1.2478 0.3712
N 0.3247 -1.7672 0.7812
O -2.3790 0.4917 -0.5144
O 2.0340 -2.0029 -0.6156
O 2.1877 -0.4433 0.9916
H -2.4906 0.1242 -1.4074
H 2.9391 -1.6457 -0.7110
H -0.1553 -1.2985 1.5367
H -0.1281 -2.4324 0.1724
H 0.8138 1.2078 -1.2666
H -0.3887 0.1865 -2.2411
H -1.2858 1.1417 1.7434
H 0.2647 1.7065 1.1083
H -1.1994 2.6763 0.8486
```

Properties
- SMILES string = C=C(C)O.NC(=O)O
- orbital gap (eV) = 9.46
- total charge = 0
- spin multiplicity = 1

These are the Löwdin partial charges, in e, on atoms 1 to 2:
1. C -0.475
2. C 0.019

#three takes first place; second place is 106.1 kcal/mol up.

#one
Formula: C4H9NO3
Source: OMol25
Level of theory: wB97M-V/def2-TZVPD

Structure (XYZ):
```
17
C4H9NO3 | OMol25 | wB97M-V/def2-TZVPD
C 0.8949 0.9802 -0.6966
C 1.8506 0.9138 0.4666
H 2.7541 1.4938 0.2618
H 0.5652 1.9834 -0.9548
H 1.2021 0.4456 -1.5986
H 0.0103 -0.1836 -0.3503
H 1.3747 1.3291 1.3570
H 2.1612 -0.1117 0.6830
C -0.9107 0.5646 -0.1203
C -0.8852 -1.4936 -0.1305
N -1.0914 -1.8332 1.1405
O -1.6962 0.7917 -1.2188
O -1.1416 1.0035 0.9904
O -0.9421 -2.1452 -1.1458
H -1.5530 0.0980 -1.8813
H -1.4265 -2.7555 1.3835
H -1.1663 -1.0807 1.8141
```

Properties
- orbital gap (eV) = 8.90
- total charge = 0
- spin multiplicity = 1

These are the Löwdin partial charges, in e, on atoms 1 to 2:
1. C -0.105
2. C -0.111

#two
Formula: C4H9NO3
Source: OMol25
Level of theory: wB97M-V/def2-TZVPD

Structure (XYZ):
```
17
C4H9NO3 | OMol25 | wB97M-V/def2-TZVPD
C 1.0758 -0.6833 -0.7566
C 0.0402 -1.3100 0.0118
C -0.9255 0.3612 1.0352
C -1.7555 1.1886 0.0926
O 2.3709 -1.1433 -0.6751
O 0.6984 -0.3561 -2.0409
N 0.9970 0.6918 0.2163
O 1.8627 0.7205 1.0639
H 2.7202 -0.8451 0.1924
H 1.4135 0.1645 -2.4316
H 0.3541 -1.9061 0.8580
H -0.8960 -1.5524 -0.4697
H -1.4817 -0.4758 1.4529
H -0.5324 0.9189 1.8814
H -2.0323 0.6328 -0.8051
H -2.6824 1.5014 0.5871
H -1.2272 2.0923 -0.2125
```

Properties
- orbital gap (eV) = 8.88
- total charge = 0
- spin multiplicity = 1

These are the Löwdin partial charges, in e, on atoms 1 to 2:
1. C -0.649
2. C 0.079

#one takes first place; second place is 38.6 kcal/mol up.